# 1
This record from the Open Molecules 2025 dataset describes C16H19NO3S as an isolated structure. The level of theory is ωB97M-V with the def2-TZVPD basis set.

ORCA input file:
```
! RIJCOSX wB97M-V def2-TZVPD def2/J DEFGRID3
* xyz 0 1
C 2.356 -2.527 -1.058
H 5.743 2.142 0.038
C -2.986 -0.529 -0.343
H -0.108 0.892 -1.312
S -0.063 -0.889 0.249
H -5.737 1.539 -0.204
C -4.281 -0.014 -0.036
C 3.223 1.224 0.553
O -5.144 -0.716 0.443
H 1.348 2.372 2.251
C -3.845 2.242 -0.946
C 0.926 1.794 1.399
C -2.584 1.740 -0.817
H -1.881 2.678 -1.463
C -2.147 0.489 -0.615
C -4.884 -2.110 0.942
C 1.833 0.886 0.855
C -4.794 1.341 -0.430
H 0.241 1.118 1.820
C 1.671 -0.610 0.192
C 4.236 0.517 0.166
N -0.749 -0.016 -0.950
H 0.455 2.494 0.359
H -2.657 -1.323 0.299
H 6.151 0.492 0.975
H 1.539 -2.546 -1.854
H -4.692 -2.567 0.100
H 4.653 -1.383 -1.093
C 5.721 1.109 -0.014
H 3.530 2.002 1.075
H -4.200 3.421 -1.056
O -0.366 -2.300 -0.243
C 4.023 -0.648 -0.564
H 1.964 -3.049 -0.297
H 3.210 -3.120 -1.524
O -0.625 -0.817 1.408
H -5.860 -2.521 1.270
H 6.215 0.587 -0.823
H -4.010 -2.104 1.630
C 2.577 -1.290 -0.385
*
```

LUMO energy	0.0	eV
gap between HOMO and LUMO	7.944	eV
energy above the lowest of the compared OMol25 structures with the same formula, charge and spin	1276.4	kJ/mol

natural (NBO) atomic charge list, values in e, 4 entries:
1. C -0.655
2. H 0.216
3. C -0.386
4. H 0.416

---

# 2
This record from the Open Molecules 2025 dataset describes one molecule with the formula C16H19NO4S. The level of theory is ωB97M-V with the def2-TZVPD basis set.

ORCA input file:
```
! RIJCOSX wB97M-V def2-TZVPD def2/J DEFGRID3
* xyz 0 1
H 0.860 1.141 -3.246
O -5.521 0.321 0.418
C 3.994 0.515 1.092
H 1.266 -1.111 -2.044
C -3.336 -0.533 1.104
H 1.767 -1.917 0.364
O -0.076 2.408 0.163
H -3.649 -0.749 2.113
O 2.297 2.973 0.496
C 3.885 -2.061 0.079
O -0.254 -0.871 -0.781
C -4.216 0.010 0.175
H -4.445 0.676 -1.833
H 1.560 1.070 2.302
H 2.546 0.996 -1.421
C 2.763 -0.123 0.968
H -2.143 0.200 -2.487
C 2.719 -1.417 0.458
S 1.297 2.001 0.168
C -6.022 0.133 1.719
H 6.107 0.374 0.806
H -7.056 0.470 1.688
H -0.307 -0.914 -2.849
H -0.278 1.525 -1.928
C -2.031 -0.806 0.741
H -5.995 -0.922 2.013
C 5.157 -0.129 0.708
C 0.323 -0.555 -2.026
C -2.452 -0.012 -1.476
H 3.840 -3.067 -0.311
H 0.628 -0.019 1.232
C 0.605 0.944 -2.200
C -3.757 0.258 -1.116
C -1.569 -0.543 -0.544
H -5.469 0.729 2.452
H -1.354 -1.240 1.462
H 6.014 -1.921 -0.095
N 1.654 1.459 -1.363
C 1.514 0.596 1.326
H 4.027 1.525 1.471
C 5.106 -1.418 0.202
*
```

SMILES	COc1ccc(OCCNS(=O)(=O)Cc2ccccc2)cc1
LUMO energy	0.7	eV
gap between HOMO and LUMO	8.752	eV
energy above the lowest of the compared OMol25 structures with the same formula, charge and spin	169.8	kJ/mol

natural (NBO) atomic charge list, values in e, 4 entries:
1. H 0.207
2. O -0.493
3. C -0.151
4. H 0.196

---

# 3
This record from the Open Molecules 2025 dataset describes one molecule with the formula C16H19NO5. The level of theory is ωB97M-V with the def2-TZVPD basis set.

ORCA input file:
```
! RIJCOSX wB97M-V def2-TZVPD def2/J DEFGRID3
* xyz 0 1
H -0.718 1.904 -4.983
H -2.847 2.031 -3.688
C 0.704 1.722 2.252
C -0.160 1.098 -2.198
H 2.012 0.665 1.110
C 1.938 -1.549 2.851
C -0.244 -1.730 1.571
H -2.592 0.351 -3.132
C 0.462 -1.964 2.877
H 1.213 -0.347 -2.916
H 1.626 0.246 4.019
H -0.334 -2.962 -1.584
O 0.141 1.919 3.309
H -1.516 -0.172 2.302
C 0.088 -2.498 0.460
C 0.466 2.650 1.042
C 2.141 -0.057 3.104
O 1.696 0.985 -0.741
H -2.730 0.100 0.183
H -0.049 -1.422 3.674
C 0.556 1.357 -0.944
H -0.206 3.449 1.364
H 1.436 3.068 0.745
H -2.177 -1.340 -1.751
H 2.381 -1.816 1.889
N 1.633 0.782 2.044
C 0.329 0.236 -3.109
C -1.941 -0.634 0.259
C -1.256 -0.787 1.452
H 3.213 0.144 3.221
C -1.621 -1.426 -0.829
H 0.406 -3.032 3.106
O -1.327 1.799 -2.390
H 0.874 -3.236 0.539
O -0.222 0.019 -4.321
C -2.096 1.277 -3.448
H 2.476 -2.090 3.632
O -0.168 2.075 -0.095
H -1.785 0.558 -5.484
C -1.207 0.977 -4.659
C -0.593 -2.349 -0.732
*
```

SMILES	O=C(COC(=O)C1=COCCO1)NCCCc1ccccc1
LUMO energy	0.7	eV
gap between HOMO and LUMO	9.222	eV
energy above the lowest of the compared OMol25 structures with the same formula, charge and spin	234.7	kJ/mol

natural (NBO) atomic charge list, values in e, 4 entries:
1. H 0.186
2. H 0.205
3. C 0.651
4. C 0.062

---

# 4
This record from the Open Molecules 2025 dataset describes C16H20As2BF5O6S2TeV as an isolated structure. The level of theory is ωB97M-V with the def2-TZVPD basis set.

ORCA input file:
```
! RIJCOSX wB97M-V def2-TZVPD def2/J DEFGRID3
* xyz 1 1
As 1.235 0.126 -0.455
H 2.514 0.659 1.619
H 0.723 -1.292 -2.462
V -1.051 0.309 0.363
C -1.537 4.171 -0.247
H -2.473 4.118 0.295
O -0.521 -1.011 1.289
C 0.093 -4.473 0.901
H 3.465 0.902 -2.412
B -0.570 -2.412 1.117
H 0.067 3.781 2.487
C 0.207 -6.718 0.243
Te -2.313 1.048 2.403
As -0.392 2.717 0.273
C 0.959 2.821 -1.132
O -1.482 -2.983 0.269
H 2.469 -1.232 -2.116
H 2.344 -1.092 1.421
F -2.347 -0.667 3.135
C 3.110 2.957 -2.896
C -1.060 -4.308 0.165
H 2.524 4.998 -3.190
H 3.947 3.018 -3.578
C 0.697 3.512 1.647
H -2.548 -5.197 -1.104
H -1.003 5.075 0.029
C -1.631 -5.333 -0.547
C 2.550 -0.157 0.904
C 1.245 4.012 -1.786
H 1.670 -5.779 1.549
H 1.150 4.385 1.189
F -2.185 2.918 2.321
H 1.404 -2.280 -1.150
F -4.140 1.183 2.556
C 0.766 -5.666 0.967
H 1.454 2.812 1.983
C 2.310 4.071 -2.674
H 0.688 -7.687 0.266
H -1.363 -7.397 -1.045
C 2.834 1.765 -2.245
F -0.383 1.111 2.705
F -2.312 1.472 4.201
H 3.518 -0.193 0.412
O 0.427 -3.259 1.506
O -3.240 1.810 0.126
O -4.625 0.294 -1.279
C -0.962 -6.556 -0.496
S -3.502 0.472 -0.448
S -1.725 0.339 -1.676
O -3.169 -0.559 0.589
H 0.649 4.899 -1.617
C 1.478 -1.333 -1.682
H -1.717 4.122 -1.316
C 1.751 1.705 -1.377
*
```

LUMO energy (spin up / spin down)	-5.7 / -5.7	eV
gap between HOMO and LUMO (spin up / spin down)	6.063 / 6.065	eV
energy above the lowest of the compared OMol25 structures with the same formula, charge and spin	154.4	kJ/mol

natural (NBO) atomic charge list, values in e, 4 entries:
1. As 1.296
2. H 0.260
3. H 0.259
4. V 0.245

---

# 5
This record from the Open Molecules 2025 dataset describes a 3-piece molecular cluster, C16H20BClN4O7S2 overall. The level of theory is ωB97M-V with the def2-TZVPD basis set.

ORCA input file:
```
! RIJCOSX wB97M-V def2-TZVPD def2/J DEFGRID3
* xyz 0 1
H 2.696 2.689 -1.704
N -2.360 -5.894 3.995
O 0.251 3.212 0.691
Cl 3.147 1.653 1.585
B 0.924 3.450 -0.566
H 5.610 0.187 1.045
C -0.789 -5.126 2.628
H -2.445 2.167 -1.840
O 0.525 -0.147 1.184
N -0.910 0.614 -0.619
N 0.937 -2.643 1.807
S 1.200 -1.342 -2.272
C 4.390 0.576 -0.807
C -5.365 3.229 -2.566
H -3.455 3.333 0.138
O 2.106 0.048 -2.019
H 1.131 5.426 -0.291
C 0.594 -1.561 1.409
O 0.393 -1.270 -0.795
H -5.926 4.173 -0.615
C -3.964 3.225 -0.808
H 6.599 0.346 -0.495
C -1.335 -4.992 3.881
O 2.196 -2.462 -2.328
H 4.473 -0.506 -1.210
C 1.615 2.322 -1.505
H -6.226 3.392 -3.198
C 5.721 0.809 0.085
C 1.753 0.876 -0.837
C 3.044 0.569 0.110
C -5.208 3.637 -1.218
H -1.083 -4.335 4.700
H 4.344 1.313 -1.675
H 0.039 -4.555 2.235
H -1.351 -6.503 0.953
H 0.799 3.500 1.459
H -3.238 -7.356 2.712
C -1.642 0.750 0.466
S -2.431 1.119 1.887
O 0.945 4.823 -1.053
H 2.969 -0.515 0.509
C -4.210 2.582 -2.935
C -1.516 -6.143 1.958
H 1.129 2.279 -2.555
O 0.319 -1.070 -3.447
H 5.857 1.925 0.284
C -2.480 -6.596 2.825
H -2.936 -6.020 4.811
H -3.919 2.123 -3.867
C 0.451 0.114 -0.277
N -3.365 2.579 -1.857
*
```

SMILES	CC[C@@H](Cl)[C@@]1(CB(O)O)OS(=O)(=O)O[C@@]1(N=C=S)OC#N.c1cc[nH]c1.c1cc[nH]c1
LUMO energy	-1.2	eV
gap between HOMO and LUMO	6.738	eV

natural (NBO) atomic charge list, values in e, 4 entries:
1. H 0.276
2. N -0.510
3. O -0.957
4. Cl -0.062

---

# 6
This record from the Open Molecules 2025 dataset describes C16H20BI2InN8 as an isolated structure. The level of theory is ωB97M-V with the def2-TZVPD basis set.

ORCA input file:
```
! RIJCOSX wB97M-V def2-TZVPD def2/J DEFGRID3
* xyz 3 2
N 2.034 -2.255 0.027
C -0.901 0.759 -3.467
C -1.926 -2.062 1.685
C 3.282 -2.626 0.372
N -0.972 -1.803 0.797
I 0.293 3.732 5.475
H 2.817 1.173 2.017
C 1.559 -6.538 -1.387
C 3.084 -0.445 0.688
H -2.582 -3.995 2.562
H -2.233 -0.452 3.005
H 2.095 -7.458 -1.489
H 3.649 -3.631 0.339
C -2.777 -0.993 2.222
C 0.174 -6.315 -1.689
N 0.367 -2.202 -1.855
C -0.787 -7.252 -2.227
In -0.068 0.156 0.128
H -0.295 -1.738 -5.013
H 3.016 -5.064 -0.674
H -1.682 -7.309 -1.595
C 3.989 -1.514 0.776
N 0.979 -4.438 -0.978
C -0.403 -0.582 -3.117
H 0.658 -3.659 -3.376
N -0.323 -2.937 0.476
H -0.155 1.523 -3.220
H 5.006 -1.479 1.111
N 1.933 -0.924 0.231
B 0.809 -2.969 -0.575
C 0.338 -2.670 -3.117
H -3.035 -0.286 1.428
N -0.091 -0.932 -1.874
H -1.119 0.824 -4.531
H -0.359 -8.242 -2.368
H 4.293 1.258 1.034
C 3.242 0.979 1.028
N -0.115 -5.024 -1.413
C -1.917 -3.446 1.925
C -0.894 -3.951 1.149
C 2.026 -5.333 -0.962
H -0.566 -4.968 1.074
H -3.687 -1.399 2.655
H 2.708 1.594 0.294
H -1.821 0.987 -2.913
I 0.013 1.741 3.737
C -0.148 -1.688 -3.952
H -1.209 -6.884 -3.171
*
```

LUMO energy (spin up / spin down)	-12.0 / -13.4	eV
expectation value of S²	1.766
gap between HOMO and LUMO (spin up / spin down)	5.077 / 3.658	eV
energy above the lowest of the compared OMol25 structures with the same formula, charge and spin	0.0	kJ/mol

natural (NBO) atomic charge list, values in e, 4 entries:
1. N -0.347
2. C -0.663
3. C 0.202
4. C 0.032

---

# 7
This record from the Open Molecules 2025 dataset describes C16H20BeF12N3O17 as an isolated structure. The level of theory is ωB97M-V with the def2-TZVPD basis set.

ORCA input file:
```
! RIJCOSX wB97M-V def2-TZVPD def2/J DEFGRID3
* xyz -1 1
O -18.021 28.496 24.359
C -23.239 28.160 20.991
O -20.827 28.460 20.877
O -20.701 31.972 28.278
H -20.411 31.549 23.241
C -22.986 31.944 24.215
F -22.571 23.081 25.235
F -18.156 30.384 27.600
H -19.199 28.402 22.282
F -24.069 29.222 21.086
F -19.107 29.010 28.959
O -21.907 26.011 24.630
H -17.568 28.562 20.636
C -21.883 28.473 21.665
C -19.701 25.538 22.953
H -21.528 31.491 21.874
N -19.117 28.668 24.891
O -22.928 24.940 28.262
C -22.399 33.597 28.892
C -19.522 28.883 21.360
O -22.124 32.697 23.541
C -20.344 33.226 22.084
H -17.547 25.438 23.444
H -21.852 33.123 26.942
O -22.813 30.835 24.617
F -23.986 34.109 24.558
O -22.449 26.780 27.240
H -23.291 34.099 28.521
Be -22.010 28.426 25.483
O -21.871 28.692 22.841
H -18.837 29.009 19.346
O -21.105 29.985 27.285
H -18.686 24.598 24.613
O -24.177 29.106 26.621
O -24.444 28.012 24.793
H -19.404 25.623 21.904
H -19.904 33.886 22.829
N -23.245 26.109 27.957
H -19.577 32.788 21.440
C -18.579 28.449 20.243
O -25.959 27.935 26.367
C -21.153 32.124 22.679
N -24.910 28.377 25.889
H -22.628 33.142 29.856
C -22.803 23.822 24.140
O -19.886 29.634 24.705
H -22.630 31.758 27.679
C -19.119 30.259 28.540
C -20.462 30.717 27.986
F -24.025 24.313 24.345
H -19.440 29.964 21.459
O -20.747 24.640 23.304
C -21.922 32.563 27.879
F -23.893 27.208 21.625
H -18.663 27.385 20.018
H -19.907 26.567 23.248
O -24.323 26.584 28.302
F -18.715 31.042 29.561
H -20.912 33.815 21.358
F -24.234 32.631 26.112
O -19.621 27.755 25.576
C -24.145 32.800 24.797
F -25.303 32.434 24.244
F -22.821 23.035 23.058
H -21.601 34.319 29.069
F -23.146 27.862 19.671
H -18.323 23.901 23.192
C -18.489 24.910 23.585
C -21.775 24.967 24.057
*
```

LUMO energy	1.7	eV
gap between HOMO and LUMO	6.717	eV
energy above the lowest of the compared OMol25 structures with the same formula, charge and spin	236.2	kJ/mol

natural (NBO) atomic charge list, values in e, 4 entries:
1. O -0.481
2. C 0.910
3. O -0.489
4. O -0.469

---

# 8
This record from the Open Molecules 2025 dataset describes C16H20BeN3O3PS2 as an isolated structure. The level of theory is ωB97M-V with the def2-TZVPD basis set.

ORCA input file:
```
! RIJCOSX wB97M-V def2-TZVPD def2/J DEFGRID3
* xyz -1 2
C 4.436 1.117 -0.536
C -1.970 -3.770 0.897
H -2.686 -3.031 1.290
Be -0.405 0.828 -0.973
C -4.833 1.969 -0.669
H -0.619 -3.513 2.552
C 2.218 2.527 -1.281
N 2.162 1.207 -1.223
H 3.404 4.302 -1.020
C 0.966 3.213 -1.756
H 5.415 3.017 -0.301
O -1.476 4.378 -1.753
N -0.241 2.437 -1.531
O -1.177 -3.196 -0.112
C 3.383 3.220 -0.965
H 3.117 -0.567 -0.887
H -2.546 -4.571 0.422
C 4.501 2.503 -0.574
H 3.073 -2.707 3.215
C -1.150 -4.327 2.055
H 1.997 -3.932 2.500
C -3.807 2.839 -0.990
P -0.496 -1.640 0.160
H 2.078 -0.939 1.834
H 1.086 3.406 -2.832
H -5.339 -0.113 -0.392
H 0.803 -1.747 2.722
C 1.553 -1.890 1.940
S -0.325 0.542 1.120
C 2.525 -2.995 2.315
H -0.414 -5.039 1.678
C 3.239 0.512 -0.883
C -4.563 0.607 -0.617
H -3.013 -0.879 -0.847
C -2.544 2.314 -1.210
H -5.832 2.338 -0.468
H 0.862 4.192 -1.279
H -3.944 3.908 -1.074
H 5.287 0.523 -0.230
O 0.939 -2.247 0.713
N -2.278 1.014 -1.118
C -1.355 3.165 -1.529
H -1.799 -4.824 2.780
S -0.198 -1.162 -1.788
C -3.273 0.173 -0.860
H 3.236 -3.159 1.503
*
```

LUMO energy (spin up / spin down)	3.0 / 3.0	eV
expectation value of S²	0.757
gap between HOMO and LUMO (spin up / spin down)	5.784 / 7.124	eV

natural (NBO) atomic charge list, values in e, 4 entries:
1. C -0.283
2. C -0.055
3. H 0.156
4. Be 1.512